# 1
Density functional theory data (wB97M-V/def2-TZVPD) for C4H11NOS in the gas phase in a non-equilibrium geometry.

ORCA input file:
```
! RIJCOSX wB97M-V def2-TZVPD def2/J DEFGRID3
* xyz 0 3
C -0.041 1.597 -0.772
C 1.673 -0.237 -0.277
C -2.211 -0.254 0.925
C 0.400 0.412 0.163
N 1.965 -1.544 0.239
O -1.174 -0.841 -1.493
S -0.859 -0.925 -0.035
H 0.055 2.509 -0.260
H 0.462 1.582 -1.718
H -1.085 1.514 -0.948
H 1.875 -0.476 -1.411
H 1.665 -1.807 1.119
H 2.577 0.342 -0.003
H -2.186 -0.655 1.914
H -1.901 0.773 0.984
H -3.177 -0.402 0.496
H 0.397 0.769 1.248
H 1.564 -2.357 -0.172
*
```

Results
E_HOMO (spin up / spin down): -3.98 / -9.43 eV
Frontier orbital gap (spin up / spin down): 4.788 / 7.321 eV
Expectation value of S²: 2.007

# 2
Density functional theory data (wB97M-V/def2-TZVPD) for a gas-phase ion, C4H11NOS (charge +1) in a non-equilibrium geometry.

ORCA input file:
```
! RIJCOSX wB97M-V def2-TZVPD def2/J DEFGRID3
* xyz 1 2
C 0.195 0.546 0.909
N 0.528 0.956 -0.450
C -0.538 1.061 -1.415
O -0.721 2.454 -1.645
C -0.578 -0.763 0.992
C 0.447 -1.946 1.055
S 1.064 -2.341 -0.560
H 1.169 0.390 1.356
H -0.296 1.337 1.496
H 0.976 1.872 -0.438
H -1.489 0.719 -1.019
H -0.275 0.525 -2.319
H -1.251 2.523 -2.455
H -1.240 -0.900 0.145
H -1.026 -0.733 1.986
H -0.042 -2.841 1.425
H 1.266 -1.622 1.697
H 1.813 -1.238 -0.760
*
```

Results
E_HOMO (spin up / spin down): -14.52 / -13.35 eV
Frontier orbital gap (spin up / spin down): 11.756 / 4.973 eV
Expectation value of S²: 0.757

DFT total energy values (in eV) by entry order: -18692.5475, -18689.8920.